(1)
Below is C42H39Co2O9P as an isolated structure in a non-equilibrium geometry, with properties calculated with ωB97M-V with the def2-TZVPD basis set.

```
93
Properties=species:S:1:pos:R:3:forces:R:3
C 1.410398 -3.360441 7.040832 0.1 -0.5 0.1
C 0.444057 -2.353001 6.492082 0.4 0.1 -0.3
O 1.212250 -1.470080 5.646083 -0.6 -0.8 1.0
C 0.412294 -0.633609 4.975178 -0.8 1.3 -2.2
C 1.063425 0.401547 4.085617 4.4 -2.8 6.4
C 1.065563 1.725755 4.857440 -0.5 0.1 -0.7
C 1.800161 1.649615 6.188692 0.1 0.3 0.2
C -0.360074 2.225757 5.069212 -0.1 0.4 0.2
C 2.445897 -0.109726 3.763035 -2.2 -0.4 0.0
O 2.646303 -1.227160 3.313639 0.5 0.2 0.0
O 3.428182 0.783976 3.977467 1.8 0.3 -0.3
C 4.789058 0.361072 3.635077 -1.4 0.3 -0.3
C 5.412658 -0.454430 4.731583 0.1 -0.2 0.2
O -0.808699 -0.718794 5.022208 0.3 -0.2 0.7
H 0.919697 -3.927551 7.833252 0.0 -0.1 0.1
H 1.698680 -4.067671 6.258065 0.1 0.1 0.1
H 2.310854 -2.893799 7.450159 -0.1 0.0 -0.1
H -0.336864 -2.833639 5.891160 0.1 0.2 0.2
H -0.030388 -1.764786 7.291162 0.0 -0.1 -0.2
H 1.581783 2.445199 4.217718 -0.1 -0.1 0.4
H 2.807607 1.249359 6.045730 -0.3 0.0 0.3
H 1.886456 2.672533 6.582861 0.0 -0.1 0.2
H 1.241377 1.046720 6.917041 0.1 0.0 -0.1
H -0.902519 2.321835 4.124455 0.1 -0.1 0.3
H -0.909681 1.542834 5.726984 0.0 0.2 -0.1
H -0.315392 3.223122 5.528373 -0.1 -0.1 0.0
H 4.721201 -0.209151 2.705492 0.1 0.1 0.1
H 5.318652 1.302161 3.472751 0.0 -0.1 0.0
H 6.428627 -0.722155 4.436019 0.1 0.0 0.0
H 5.467454 0.109874 5.667923 -0.1 -0.1 -0.1
H 4.851248 -1.380483 4.885637 0.0 0.2 0.0
O 3.565959 1.044916 -0.254661 -0.9 0.1 -0.3
C 2.460396 0.846432 -0.538074 1.0 -0.7 0.4
Co 0.774862 0.516951 -0.879900 2.8 2.5 -4.5
C 0.078962 2.117356 -1.066542 -0.4 2.1 -0.4
O -0.275275 3.193220 -1.317327 0.3 -1.0 0.2
C 1.002413 0.170881 -2.644832 1.3 -0.1 0.5
O 1.554028 0.178636 -3.670782 -0.9 -0.2 0.2
C -0.105653 -0.752738 0.049137 -0.8 -3.2 1.0
C 0.319827 0.262708 0.869582 -1.2 0.0 3.1
C 0.439163 0.879420 2.054258 -3.1 1.3 -5.6
C 0.441252 2.349173 1.990997 1.2 0.0 0.0
C 1.637904 3.088160 2.120584 -0.2 0.3 -0.1
C 1.614703 4.478204 2.222146 -0.1 -0.2 -0.1
C 0.397953 5.162451 2.165519 -0.1 0.1 0.1
C -0.784025 4.454844 1.912056 0.3 -0.1 -0.2
C -0.745386 3.074706 1.747982 0.0 -0.1 0.4
Co -1.250941 -0.636279 -1.575087 -1.4 -0.8 -0.3
C -2.306112 0.732707 -1.388879 -1.0 1.3 0.5
O -3.071217 1.602065 -1.280369 0.3 -0.6 -0.1
C -2.065543 -2.115263 -1.139530 0.8 -0.5 0.0
O -2.605058 -3.108616 -0.872511 -0.1 0.5 0.0
P -1.604435 -0.955848 -3.717406 0.6 0.0 1.1
C -1.624730 0.440256 -4.905244 -0.2 0.2 -0.4
C -2.077075 0.235617 -6.220341 0.1 0.5 0.0
C -2.116678 1.299470 -7.125040 0.1 -0.1 0.3
C -1.715874 2.576345 -6.715644 0.0 -0.1 0.2
C -1.288110 2.786012 -5.402994 0.0 -0.1 -0.1
C -1.242745 1.722452 -4.494389 -0.1 -0.1 -0.2
C -0.422414 -2.133929 -4.487106 -0.1 -0.2 -0.5
C 0.302950 -1.830068 -5.646879 0.0 -0.4 0.0
C 1.175539 -2.773031 -6.197983 0.0 -0.1 0.3
C 1.358344 -4.010899 -5.575100 -0.1 0.2 -0.1
C 0.663679 -4.306607 -4.398715 -0.2 0.3 0.0
C -0.225467 -3.374021 -3.854951 0.2 -0.1 -0.3
C -3.242834 -1.683168 -4.148921 -0.1 -0.2 -0.3
C -3.391068 -2.945316 -4.739471 -0.4 0.2 0.0
C -4.661072 -3.403396 -5.108030 0.0 0.2 0.1
C -5.786285 -2.603327 -4.897079 0.2 0.0 0.0
C -5.643530 -1.346362 -4.299624 0.3 -0.1 0.0
C -4.378998 -0.890141 -3.919187 -0.2 -0.2 -0.1
H 0.093429 -1.807978 0.296409 0.3 0.5 -0.2
H 0.302824 0.335460 3.114039 -1.0 0.5 -1.1
H 2.582093 2.536223 2.166052 -0.3 0.2 0.1
H 2.555104 5.017166 2.359614 -0.3 0.0 0.0
H 0.367201 6.246056 2.295101 0.0 -0.2 0.0
H -1.739902 4.977594 1.828025 0.3 -0.1 -0.1
H -1.643710 2.514129 1.469051 0.2 0.2 0.3
H -2.401233 -0.758549 -6.535853 0.1 0.3 0.1
H -2.461096 1.125063 -8.145261 0.1 0.1 0.2
H -1.742391 3.407246 -7.423000 0.0 -0.2 0.2
H -0.983766 3.780750 -5.074786 -0.1 -0.3 -0.1
H -0.921506 1.890042 -3.461655 -0.1 -0.1 -0.4
H 0.184711 -0.861797 -6.131171 0.1 -0.3 0.2
H 1.714527 -2.527423 -7.113864 -0.1 -0.1 0.2
H 2.044671 -4.742298 -6.004846 -0.2 0.2 0.1
H 0.805013 -5.264727 -3.897336 0.0 0.2 -0.1
H -0.771800 -3.613830 -2.937912 0.2 0.2 -0.3
H -2.519198 -3.570540 -4.927741 -0.2 0.2 0.0
H -4.760053 -4.387283 -5.568327 0.0 0.2 0.1
H -6.774028 -2.956739 -5.197857 0.2 0.1 0.1
H -6.516258 -0.714327 -4.130684 0.2 -0.2 0.0
H -4.272307 0.096905 -3.460586 0.0 -0.3 -0.1
```
Forces are in eV/Å.

- HOMO level (eV) = 0.3
- E (a.u.) = -5407.73684
- LUMO level (hartree) = 0.151
- total charge = -2
- max |F| (eV Å⁻¹) = 8.30
- Kohn-Sham gap (Eh) = 0.1408

Atomic charges from the Mulliken analysis, expressed in e, are listed below: C -1.267; C -0.258; O -0.143; C -0.794; C 3.121; C 0.598; C -1.693; C -1.523; C -0.486; O -0.789; O -0.158; C -0.296; C -1.264; O -0.708; H 0.410; H 0.292; H 0.294; H 0.323; H 0.259; H 0.127; H 0.178; H 0.546; H 0.267; H 0.146; H 0.362; H 0.406; H 0.330; H 0.337; H 0.438; H 0.276; H 0.256; O -0.528; C -0.078; Co -0.525; C 0.131; O -0.517; C 0.987; O -0.588; C -0.743; C 0.497; C 0.448; C 0.268; C 0.084; C -0.561; C -0.696; C -0.698; C 0.065; Co 0.118; C 0.062; O -0.510; C 0.051; O -0.565; P 1.682; C -0.101; C -0.250; C -0.707; C -0.511; C -0.584; C -0.092; C 0.164; C -0.287; C -0.638; C -0.567; C -0.632; C -0.552; C 0.236; C 0.077; C -0.656; C -0.460; C -0.695; C -0.416; H 0.669; H -0.792; H 0.216; H 0.336; H 0.303; H 0.356; H 0.403; H 0.474; H 0.368; H 0.349; H 0.458; H -0.022; H 0.424; H 0.361; H 0.329; H 0.393; H 0.388; H 0.287; H 0.382; H 0.336; H 0.379; H 0.303

***

(2)
Below is one molecule with the formula C5H9N3O3 in a non-equilibrium geometry, with properties calculated with ωB97M-V with the def2-TZVPD basis set.

```
20
Properties=species:S:1:pos:R:3:forces:R:3
C -3.559044 -0.296053 0.865785 -4.3 0.5 -1.7
C -3.177156 -0.147838 -0.609127 3.4 -0.8 -0.2
O -1.752729 0.415754 -0.486512 -1.7 0.3 -0.8
C -0.739147 -0.452597 -0.536504 0.4 2.1 -0.1
O -0.875510 -1.624490 -0.659741 0.5 -1.2 -0.1
C 0.535556 0.418719 -0.383004 -1.2 -2.1 -0.1
N 1.609678 -0.229110 -0.317354 0.0 -1.8 -0.1
N 2.805224 0.128913 -0.006330 3.6 1.5 0.5
N 3.205234 1.537364 0.250461 0.9 -1.4 -0.6
C 3.931897 -0.832189 -0.118601 -2.7 2.0 0.6
O 5.072090 -0.552329 0.019585 0.8 0.7 0.0
H -3.991375 0.670816 1.176379 0.7 0.0 0.0
H -4.529521 -0.877711 0.842800 1.1 -0.1 0.5
H -2.897439 -0.612092 1.625122 1.0 -0.8 0.1
H -3.735474 0.625151 -1.131958 0.0 0.0 0.2
H -3.057404 -1.047146 -1.338820 -0.5 1.2 1.9
H 0.348651 1.442376 -0.268543 0.2 1.5 0.3
H 4.263337 1.477898 0.081512 -1.9 0.4 0.7
H 3.008746 1.745713 1.245698 0.4 -0.4 -0.7
H 3.534389 -1.791146 -0.250840 -0.7 -1.7 -0.5
```
Forces are in eV/Å.

- HOMO level (eV) = -9.2
- E (a.u.) = -585.81241
- LUMO level (hartree) = 0.022
- total charge = 0
- max |F| (eV Å⁻¹) = 4.65
- ΔE to the lowest compared entry with this formula, charge and spin (kJ/mol) = 267.3
- Kohn-Sham gap (Eh) = 0.3594
- SMILES = CCOC(=O)/C=N/N(N)C=O

Atomic charges from the Mulliken analysis, expressed in e, are listed below: C -0.945; C -0.277; O -0.344; C 0.668; O -0.564; C -0.463; N -0.233; N 0.384; N -0.688; C -0.008; O -0.484; H 0.302; H 0.302; H 0.329; H 0.265; H 0.290; H 0.467; H 0.300; H 0.251; H 0.446

***

(3)
Below is an isolated ion of composition C3H8NO and charge -1 in a non-equilibrium geometry, with properties calculated with ωB97M-V with the def2-TZVPD basis set.

```
13
Properties=species:S:1:pos:R:3:forces:R:3
C -1.377041 0.621541 -0.357533 -0.6 0.4 0.5
C 0.091324 0.410989 0.077003 0.9 -1.6 -2.7
N 0.817145 0.016367 -1.268397 0.5 0.2 0.6
C 0.532984 -0.741469 1.061918 -1.2 -0.4 1.1
O 1.808150 -1.083731 1.029057 0.7 0.0 -0.5
H -1.762645 -0.384936 -0.577287 -0.1 0.4 -0.5
H -1.400276 1.314566 -1.256528 0.0 -1.1 0.9
H -2.121728 1.049840 0.399663 1.3 -0.4 -0.5
H 0.511048 1.329312 0.371807 0.7 1.2 0.7
H 1.056103 -0.988624 -1.067887 0.3 1.4 -0.4
H 1.752517 0.529934 -1.411283 -1.9 -1.3 0.9
H -0.168045 -1.663112 0.905365 0.1 0.8 -0.3
H 0.260465 -0.410679 2.094105 -0.5 0.3 0.1
```
Forces are in eV/Å.

- HOMO level (eV) = -2.3
- E (a.u.) = -249.05749
- LUMO level (hartree) = 0.166
- total charge = -1
- max |F| (eV Å⁻¹) = 3.27
- ΔE to the lowest compared entry with this formula, charge and spin (kJ/mol) = 76.5
- Kohn-Sham gap (Eh) = 0.2502
- SMILES = C[C@H](N)C[O-]

Atomic charges from the Mulliken analysis, expressed in e, are listed below: C -1.155; C 0.241; N -0.736; C -0.685; O -0.827; H 0.270; H 0.296; H 0.265; H 0.347; H 0.307; H 0.233; H 0.146; H 0.300

***

(4)
Below is a 3-piece molecular cluster, C3H10O3S overall in a non-equilibrium geometry, with properties calculated with ωB97M-V with the def2-TZVPD basis set.

```
17
Properties=species:S:1:pos:R:3:forces:R:3
C 0.076282 0.516079 -0.549006 1.0 0.6 0.4
O 0.290229 1.604767 0.298078 0.4 0.1 -0.8
C -0.689190 -0.651188 0.071551 0.1 -1.0 -0.5
C -0.716884 -1.890225 -0.876986 -0.3 0.9 -0.5
S -2.119032 -3.039932 -0.702257 -0.2 -0.2 0.1
H -0.439724 0.828808 -1.482979 -0.3 -0.2 0.1
H 1.079767 0.178161 -0.909502 -0.2 -0.5 0.0
H -1.703215 -0.308737 0.306276 0.0 -0.2 -0.1
H -0.248124 -1.042253 0.990018 0.2 0.6 0.3
H 0.210092 -2.469054 -0.848274 0.2 0.2 0.5
H -0.696212 -1.457672 -1.886697 -0.3 -0.2 -0.2
H 1.488942 1.424102 2.167064 -0.2 0.2 -0.3
H 2.177602 2.619984 1.579519 0.1 -0.1 0.1
O 2.125366 2.111099 2.408859 0.3 0.0 0.5
H 1.347469 2.425238 -0.215533 -0.3 0.6 1.5
H 2.414687 3.457099 -0.994274 0.2 0.1 0.0
O 2.152369 3.256760 -0.093932 -0.8 -0.8 -0.9
```
Forces are in eV/Å.

- HOMO level (eV) = 0.3
- E (a.u.) = -744.16364
- LUMO level (hartree) = 0.223
- total charge = -2
- max |F| (eV Å⁻¹) = 1.63
- ΔE to the lowest compared entry with this formula, charge and spin (kJ/mol) = 58.3
- Kohn-Sham gap (Eh) = 0.2110

Atomic charges from the Mulliken analysis, expressed in e, are listed below: C -0.545; O -0.845; C -0.223; C -0.723; S -0.793; H 0.195; H 0.227; H 0.249; H 0.198; H 0.242; H 0.202; H 0.348; H 0.440; O -0.734; H 0.425; H 0.222; O -0.886